A:
C3H9NO3 | ωB97M-V/def2-TZVPD

```
16
Properties=species:S:1:pos:R:3
H -0.9935 -0.5391 -1.3052
O -2.1655 -0.8135 -1.1111
N 0.2537 -0.4168 -1.1111
H -2.2748 -1.6042 -0.5586
H 0.8731 0.0497 -1.7733
H 0.6630 -1.3244 -0.8953
C 0.3994 0.4990 0.1090
H 0.1216 1.4372 -0.4283
C -0.7241 0.3438 1.1876
O -0.4103 0.4752 2.3482
O -1.9295 0.2511 0.7241
H -2.0210 -0.1250 -0.3765
C 1.7828 0.4804 0.6583
H 2.5603 0.7458 -0.0575
H 1.8089 1.0690 1.5741
H 2.0559 -0.5283 1.0155
```

Its frontier orbital gap is 0.3557 Eh.

B:
C3H9NO3 | ωB97M-V/def2-TZVPD

```
16
Properties=species:S:1:pos:R:3
C -1.5489 -2.1435 0.7584
N -0.8528 -1.1016 -0.0591
C -1.4514 -0.0001 -0.6019
O -2.6296 0.1830 -0.4932
C -0.5064 0.9887 -1.3487
O 0.6491 1.1742 -0.5538
H -2.5669 -2.2914 0.3605
H -1.6257 -1.8209 1.8103
H -1.0143 -3.1077 0.7243
H 0.1415 -1.1686 -0.2902
H -0.3193 0.6148 -2.3737
H -1.0155 1.9678 -1.4353
H 1.0916 0.2999 -0.5642
O 4.1105 1.9645 1.6383
H 3.7296 2.8718 1.6390
H 3.8084 1.5693 0.7893
```

Its frontier orbital gap is 0.3663 Eh. As for the SMILES: CNC(=O)CO.O.

C:
C3H9NO3 | ωB97M-V/def2-TZVPD

```
16
Properties=species:S:1:pos:R:3
C 0.6015 -0.7031 0.6081
C 0.2248 0.0494 -0.5524
C 0.1790 1.5419 -0.5296
N -1.4954 -0.6488 -0.1240
O -2.4107 0.3686 0.2263
O 0.6148 -2.0520 0.4949
O 2.2320 -0.1336 0.2231
H -2.2415 0.8187 1.0621
H 0.0240 -2.4279 1.1590
H 2.7025 -0.9392 -0.0297
H -1.7710 -0.9187 -1.0694
H 0.4097 -0.2673 1.5872
H 0.4318 -0.4342 -1.5022
H 0.2746 1.9353 0.4817
H 1.0086 1.9305 -1.1160
H -0.7847 1.8803 -0.9192
```

Its frontier orbital gap is 0.3336 Eh.

Taking the most stable structure as the zero point, the relative energies in eV are A 0.681; B 0.000; C 4.403.

A:
C3H9NO3 | ωB97M-V/def2-TZVPD

```
16
Properties=species:S:1:pos:R:3
N 1.0532 0.0920 2.0912
C 0.7578 0.3039 0.6387
C -0.7299 0.6282 0.6330
C -1.3891 0.7722 -0.7304
O -1.4532 1.8048 -1.3625
O -2.0362 -0.3043 -1.1479
H 0.9622 0.9488 2.6213
H 1.9582 -0.3005 2.2443
H 1.3303 1.1429 0.2772
H 1.0635 -0.6453 0.1779
H -1.0724 1.4690 1.2292
H -1.2378 -0.3181 1.0185
H -2.9080 -0.2378 -1.6091
O 0.7989 -1.8229 -2.0967
H 1.4711 -1.5768 -2.7434
H 1.4316 -1.9561 -1.2410
```

Its frontier orbital gap is 0.3691 Eh. As for the SMILES: NCCC(=O)O.O.

B:
C3H9NO3 | ωB97M-V/def2-TZVPD

```
16
Properties=species:S:1:pos:R:3
C -1.4067 1.1129 -0.7256
C -1.0829 -0.1359 0.0692
N -0.4021 -1.2021 -0.6383
C -0.3609 0.1708 1.3628
O -0.7682 0.1217 2.4829
O 0.9360 0.5433 1.1030
H -1.8854 1.9041 -0.1562
H -0.4268 1.5090 -1.0367
H -1.9343 0.9331 -1.6590
H -1.9729 -0.5794 0.4589
H -0.9268 -1.4451 -1.4691
H 0.5775 -1.0316 -0.8504
H 1.3787 0.7880 1.9270
O 2.7583 -0.7860 -0.6475
H 3.0486 -1.6447 -0.3322
H 2.4679 -0.2580 0.1111
```

Its frontier orbital gap is 0.3679 Eh. As for the SMILES: C[C@@H](N)C(=O)O.O.

Taking the most stable structure as the zero point, the relative energies in eV are A 1.061; B 0.000.